(1)
2 unconnected molecules or ions with the total composition C4H12N3, computed with ωB97M-V/def2-TZVPD.

Results
- E_LUMO (eV) = -4.9671
- total charge = +1
- energy above the lowest of the compared OMol25 structures with the same formula, charge and spin (eV) = 5.202

Positions of all 19 atoms, in Å:
C  1.6590  0.7124  -0.0406
C  -1.3703  -0.9683  0.7598
C  -1.8650  1.0622  -0.6438
C  -1.2791  0.4432  0.4844
N  2.5999  0.1983  0.7310
N  0.7970  0.1586  -0.8546
N  0.7330  -1.2066  -0.9989
H  1.8078  1.7407  -0.1226
H  -2.2942  -1.4152  0.5770
H  -0.5301  -1.5308  0.2692
H  -1.2509  -1.2245  1.8325
H  -1.2470  1.7874  -1.2032
H  -2.7476  1.6495  -0.1209
H  -2.4653  0.4340  -1.2368
H  -0.9696  1.0045  1.2717
H  3.3664  0.7480  1.1593
H  0.6261  -1.3096  -2.0393
H  1.7813  -1.5979  -0.7471
H  2.6486  -0.6860  0.9229

Atomic partial charges in e from the natural (NBO) method, atoms 1 to 5:
1 C 0.28
2 C -0.78
3 C -0.72
4 C 0.32
5 N -0.75

=====

(2)
A gas-phase ion, C7H6NOS (charge +1), computed with ωB97M-V/def2-TZVPD.

Results
- E_LUMO (eV) = -5.9188
- total charge = +1
- energy above the lowest of the compared OMol25 structures with the same formula, charge and spin (eV) = 0.000

Positions of all 16 atoms, in Å:
N  2.3478  -1.4324  1.2396
C  2.5618  -0.3348  1.0172
O  2.7784  0.9027  0.6503
S  1.7737  1.4243  -0.6050
C  0.2870  0.5948  -0.3604
C  -0.0082  -0.5786  -1.0552
C  -1.2113  -1.2053  -0.7869
C  -2.0592  -0.6438  0.1581
C  -1.7585  0.5250  0.8461
C  -0.5600  1.1702  0.5899
H  2.2953  0.7850  -1.6836
H  0.7030  -0.9618  -1.7707
H  -1.4626  -2.1216  -1.2922
H  -2.9888  -1.1486  0.3772
H  -2.4308  0.9521  1.5700
H  -0.2677  2.0728  1.1055

Atomic partial charges in e from the natural (NBO) method, atoms 1 to 5:
1 N -0.27
2 C 0.49
3 O -0.58
4 S 1.06
5 C -0.34